Below is C14H25Cl3O2Sn as an isolated structure at a distorted geometry, with properties calculated with ωB97M-V with the def2-TZVPD basis set.

Each line ends with the natural charge from an NBO analysis.
Atoms and positions in Å:
C (-2.274, 2.225, -0.570)  -0.1521
C (-1.123, 2.975, -0.941)  -0.1479
C (-0.386, 3.263, 0.237)  -0.1460
C (-0.860, 3.539, -2.287)  -0.6124
C (-1.048, 2.634, 1.332)  -0.1566
C (-2.220, 2.004, 0.841)  -0.0348
C (-3.266, 1.335, 1.635)  -0.6357
C (-3.402, 1.892, -1.462)  -0.6186
C (0.765, 4.187, 0.344)  -0.6149
C (-0.585, 2.730, 2.725)  -0.6166
Sn (0.705, -1.459, -0.398)  1.9401
Cl (2.207, -1.041, -2.188)  -0.5525
Cl (-1.409, -1.276, -1.411)  -0.3717
Cl (1.425, 0.114, 1.210)  -0.4414
H (-1.346, 2.946, -3.080)  0.1905
H (0.220, 3.628, -2.501)  0.1838
H (-1.283, 4.558, -2.348)  0.1600
H (1.525, 3.988, -0.423)  0.1805
H (1.228, 4.122, 1.335)  0.1899
H (0.442, 5.233, 0.223)  0.1620
H (0.502, 2.594, 2.771)  0.1809
H (-1.058, 1.974, 3.354)  0.2014
H (-0.799, 3.710, 3.177)  0.1603
H (-2.841, 0.855, 2.520)  0.2072
H (-3.762, 0.557, 1.045)  0.2170
H (-4.027, 2.050, 1.988)  0.1474
H (-3.066, 1.508, -2.433)  0.1828
H (-4.013, 2.786, -1.656)  0.1605
H (-4.060, 1.157, -0.995)  0.2018
O (-2.119, -1.712, 1.098)  -1.2778
H (-2.862, -2.381, 0.862)  0.3870
C (2.107, -4.584, -1.563)  -0.6359
C (2.482, -4.041, -0.198)  0.2591
C (2.521, -5.171, 0.817)  -0.6075
C (3.879, -3.398, -0.204)  -0.6436
O (1.451, -3.167, 0.277)  -0.9192
H (2.881, -5.291, -1.882)  0.1869
H (2.005, -3.836, -2.354)  0.2303
H (1.159, -5.139, -1.527)  0.2102
H (3.285, -5.902, 0.516)  0.1834
H (2.787, -4.794, 1.817)  0.2124
H (1.540, -5.657, 0.860)  0.2146
H (3.909, -2.528, -0.876)  0.2364
H (4.112, -3.075, 0.824)  0.2102
H (4.673, -4.111, -0.513)  0.1886

Calculated values
* energy above the lowest of the compared OMol25 structures with the same formula, charge and spin: 100.35 kJ/mol
* F_max: 0.049 Eh/bohr
* HOMO-LUMO gap: 3.8 eV
* multiplicity: 1
* charge: -2
* E_tot: -62417.70216 eV

=====

Below is one molecule with the formula C4H9NO2 at a distorted geometry, with properties calculated with ωB97M-V with the def2-TZVPD basis set.

Each line ends with the natural charge from an NBO analysis.
Atoms and positions in Å:
C (-1.875, -0.579, 0.313)  -0.4641
C (0.159, 1.505, 0.169)  -0.6665
C (0.090, 0.337, -0.791)  -0.1510
N (-0.881, -0.636, -0.719)  -0.0915
H (0.322, 0.594, -1.825)  0.2275
H (-2.343, -1.556, 0.419)  0.2257
H (-1.506, -0.230, 1.279)  0.2115
H (-2.633, 0.135, -0.046)  0.2335
H (1.064, 2.078, -0.039)  0.2320
H (0.198, 1.171, 1.207)  0.2187
H (-0.697, 2.175, 0.056)  0.2222
C (1.274, -0.980, -0.361)  0.5317
O (2.468, -0.515, 0.128)  -0.6745
O (0.557, -1.691, 0.485)  -0.7072
H (2.354, -0.426, 1.087)  0.4868
H (1.449, -1.382, -1.363)  0.1651

Calculated values
* energy above the lowest of the compared OMol25 structures with the same formula, charge and spin: 497.87 kJ/mol
* F_max: 0.065 Eh/bohr
* HOMO-LUMO gap (alpha / beta): 7.7 / 7.7 eV
* multiplicity: 1
* E_tot: -9874.90056 eV

=====

Below is one molecule with the formula C3H5NO4 at a distorted geometry, with properties calculated with ωB97M-V with the def2-TZVPD basis set.

Each line ends with the natural charge from an NBO analysis.
Atoms and positions in Å:
C (0.710, 0.912, 0.405)  -0.1186
C (0.012, -0.384, 0.559)  0.0220
C (-0.827, -1.018, -0.538)  -0.0868
N (0.900, -1.330, -2.654)  0.7286
O (0.720, -0.195, -2.995)  -0.3424
O (0.206, -1.756, -1.451)  -0.4193
O (-0.570, 0.783, 1.007)  -0.4745
O (1.670, -2.161, -3.167)  -0.3367
H (1.694, 1.047, 0.925)  0.2040
H (0.740, 1.411, -0.673)  0.2009
H (0.210, -1.102, 1.406)  0.1908
H (-1.523, -0.319, -0.928)  0.2173
H (-1.560, -1.684, -0.159)  0.2148

Calculated values
* energy above the lowest of the compared OMol25 structures with the same formula, charge and spin: 749.28 kJ/mol
* F_max: 0.074 Eh/bohr
* structure (SMILES): O=[N+]([O-])OC[C@H]1CO1
* HOMO-LUMO gap: 11.0 eV
* multiplicity: 1
* E_tot: -12865.10935 eV

=====

Below is a 3-piece molecular cluster, C8H11NO overall at a distorted geometry, with properties calculated with ωB97M-V with the def2-TZVPD basis set.

Each line ends with the natural charge from an NBO analysis.
Atoms and positions in Å:
C (2.873, -0.089, 0.485)  0.6151
C (3.068, -0.766, -0.787)  -0.7267
C (-2.175, -1.573, 0.092)  -0.2348
C (-3.274, -0.793, 0.642)  -0.2109
C (-3.370, 0.583, 0.580)  -0.2542
C (-2.363, 1.400, -0.022)  -0.1973
C (-1.188, 0.739, -0.401)  -0.2458
C (-1.182, -0.679, -0.397)  -0.1982
H (2.778, 2.053, 1.122)  0.4130
H (3.090, 2.029, -0.702)  0.3546
H (4.167, -1.036, -0.952)  0.2540
H (2.864, 0.012, -1.659)  0.2291
H (2.488, -1.777, -0.812)  0.2593
H (-2.124, -2.709, -0.090)  0.2383
H (-4.068, -1.402, 1.204)  0.2089
H (-4.153, 0.872, 1.430)  0.2321
H (-2.529, 2.484, -0.202)  0.2225
H (-0.198, 1.223, -0.551)  0.2402
H (-0.197, -1.216, -0.910)  0.1977
N (2.437, 1.200, 0.307)  -0.8267
O (3.057, -0.555, 1.622)  -0.5704

Calculated values
* energy above the lowest of the compared OMol25 structures with the same formula, charge and spin: 488.77 kJ/mol
* F_max: 0.181 Eh/bohr
* HOMO-LUMO gap: 8.8 eV
* multiplicity: 1
* E_tot: -12007.33466 eV

=====

Below is a 2-piece molecular cluster, C4H13NO2 overall at a distorted geometry, with properties calculated with ωB97M-V with the def2-TZVPD basis set.

Each line ends with the natural charge from an NBO analysis.
Atoms and positions in Å:
C (-0.069, -0.756, 1.963)  -0.0817
O (-0.562, 0.512, 2.266)  -0.7253
C (0.585, -0.619, 0.541)  -0.0783
C (0.916, -1.987, -0.223)  -0.3994
C (-0.248, -2.455, -1.225)  -0.6312
N (1.645, 0.366, 0.532)  -0.8249
H (0.696, -1.013, 2.641)  0.1532
H (-1.043, -1.273, 1.939)  0.1938
H (0.177, 1.104, 2.569)  0.4593
H (-0.383, -0.227, 0.119)  0.1809
H (1.890, -1.766, -0.731)  0.2143
H (1.118, -2.705, 0.598)  0.1850
H (0.323, -3.218, -1.775)  0.2268
H (-0.195, -1.608, -1.869)  0.2081
H (-1.089, -2.528, -0.592)  0.2184
H (2.028, 0.313, 1.419)  0.3356
H (1.210, 1.316, 0.437)  0.3653
H (-2.620, 5.950, -3.467)  0.4689
H (-1.830, 4.977, -2.576)  0.4689
O (-2.550, 5.618, -2.565)  -0.9378

Calculated values
* energy above the lowest of the compared OMol25 structures with the same formula, charge and spin: 207.72 kJ/mol
* F_max: 0.101 Eh/bohr
* structure (SMILES): CC[C@H](N)CO.O
* HOMO-LUMO gap: 10.1 eV
* multiplicity: 1
* E_tot: -9942.04372 eV

=====

Below is a 2-piece molecular cluster, C2HBrFN overall at a distorted geometry, with properties calculated with ωB97M-V with the def2-TZVPD basis set.

Each line ends with the natural charge from an NBO analysis.
Atoms and positions in Å:
C (0.665, 0.352, 0.851)  0.1027
C (-0.276, 0.373, -0.136)  0.2315
N (1.349, 0.288, 1.794)  -0.1969
F (-0.075, 1.071, -1.284)  -0.2999
Br (-2.098, 0.307, 0.173)  0.1587
H (0.435, -2.391, -1.397)  0.0039

Calculated values
* energy above the lowest of the compared OMol25 structures with the same formula, charge and spin: 381.97 kJ/mol
* F_max: 0.054 Eh/bohr
* HOMO-LUMO gap (alpha / beta): 9.6 / 9.5 eV
* multiplicity: 1
* E_tot: -76334.88690 eV